1.
The ion C11H16N3O with charge +1 in a non-equilibrium geometry, computed with ωB97M-V with the def2-TZVPD basis set.

Geometry (Å):
C1 4.3197 -0.2204 0.4481
C2 3.4464 0.4901 1.2619
C3 3.8969 -0.6613 -0.7934
C4 2.1218 0.6658 0.8834
C5 2.5286 -0.5001 -1.1511
C6 1.6122 0.0409 -0.2355
C7 -0.2474 1.4341 -0.7041
C8 -1.7962 1.7612 -0.4738
C9 -2.5308 0.5503 -0.0666
C10 -3.5887 -0.1166 -0.7990
C11 -0.3951 -2.0260 0.0423
N1 0.2182 0.1322 -0.6119
N2 -0.6861 -0.8336 -0.5687
N3 -2.5020 0.2510 1.4206
O1 0.4233 2.3689 -1.0013
H1 5.4430 -0.3610 0.7600
H2 3.9167 0.8818 2.2270
H3 4.6279 -1.0058 -1.5258
H4 1.3623 1.0955 1.4485
H5 2.0746 -0.6480 -2.0831
H6 -1.7479 2.4633 0.3191
H7 -2.0005 2.1224 -1.4661
H8 -4.3045 -0.6099 -0.0535
H9 -3.2814 -0.9454 -1.5092
H10 -4.1582 0.4012 -1.5385
H11 0.2584 -2.5585 -0.6346
H12 -0.0124 -1.9493 0.9843
H13 -1.2707 -2.6404 0.1227
H14 -3.3832 0.7600 1.8889
H15 -1.5037 0.3324 1.7525
H16 -2.8413 -0.6749 1.6573

The calculation puts the maximum force at 3.436 eV/Å. The electronic energy is -18172.47800 eV. The HOMO-LUMO gap (spin up / spin down) is 7.609 / 7.752 eV. The calculation puts the energy relative to the best compared isomer or geometry (same formula, charge and spin) at 5.497 eV. As for the net charge: +1. The calculation puts the HOMO energy (spin up / spin down) at -11.31 / -11.54 eV.

2.
A cluster of 3 separate species, C11H16N3O in total in a non-equilibrium geometry, computed with ωB97M-V with the def2-TZVPD basis set.

Geometry (Å):
C1 0.8212 1.5409 0.6129
C2 0.5655 1.1881 1.8805
C3 0.0845 0.8292 -0.3967
C4 -0.4234 0.2246 2.2030
C5 -0.8683 -0.0827 -0.0223
C6 -1.2012 -0.4300 1.2235
C7 1.6483 2.2436 -0.3992
C8 0.9934 1.2992 3.3133
C9 0.8192 1.4804 -1.5122
C10 -0.0519 0.3230 3.6863
C11 -1.8600 -1.2915 -1.7042
N1 -0.9898 -1.6470 -2.6653
N2 -3.1156 -1.3379 -1.6862
N3 1.9647 -1.4254 -2.5113
O1 -2.1457 -1.3406 1.4908
H1 1.3857 3.3382 -0.4322
H2 2.7325 2.1984 -0.0595
H3 2.0693 1.0273 3.4809
H4 0.7683 2.2411 3.6281
H5 1.3636 0.7037 -2.0984
H6 0.1068 2.0850 -2.2817
H7 -0.8463 0.7634 4.3435
H8 0.2646 -0.6717 4.2209
H9 -0.0069 -1.6072 -2.3474
H10 -1.4023 -2.0469 -3.4389
H11 -3.5446 -1.8596 -2.4232
H12 -3.6751 -1.0598 -0.7779
H13 1.9270 -2.0532 -1.6888
H14 1.8014 -1.9261 -3.3251
H15 2.8294 -1.0183 -2.6336
H16 -2.0141 -1.6881 2.3204

The calculation puts the maximum force at 7.098 eV/Å. The electronic energy is -18172.48377 eV. The HOMO-LUMO gap is 8.027 eV. The calculation puts the energy relative to the best compared isomer or geometry (same formula, charge and spin) at 5.492 eV. As for the net charge: +1. The calculation puts the HOMO energy at -11.50 eV.

3.
A cluster of 4 separate species, C11H16N3O4 in total in a non-equilibrium geometry, computed with ωB97M-V with the def2-TZVPD basis set.

Geometry (Å):
C1 -4.0857 1.5348 -0.5975
C2 -2.8489 0.7651 -0.9718
O1 -2.4349 0.8145 -2.1082
O2 -2.2559 -0.0091 -0.0551
C3 -2.1546 0.5589 1.2655
C4 -0.6988 0.6659 1.7238
C5 0.2446 -0.3421 1.0271
O3 0.0538 -1.5470 1.3239
O4 1.0821 0.1382 0.2703
H1 -4.7226 1.7349 -1.4404
H2 -3.7682 2.4974 -0.2112
H3 -4.6278 1.0705 0.2136
H4 -2.5801 1.5507 1.3155
H5 -2.6672 -0.1191 1.9332
H6 -0.6545 0.5953 2.8039
H7 -0.3581 1.6591 1.4511
C6 2.6866 -3.6663 0.4841
C7 2.8459 -5.0354 0.9478
N1 2.9867 -6.1143 1.3161
H8 3.2932 -2.9790 1.0697
H9 2.9909 -3.5697 -0.5571
H10 1.6491 -3.3252 0.5612
C8 6.8407 -4.0761 -0.7725
C9 6.2631 -2.8592 -0.2242
N2 5.8017 -1.8995 0.2001
H11 6.2552 -4.4368 -1.6164
H12 7.8588 -3.9022 -1.1173
H13 6.8670 -4.8645 -0.0221
C10 -3.7520 5.9596 -1.7834
C11 -4.4346 5.6701 -0.5324
N3 -4.9668 5.4232 0.4526
H14 -3.0413 6.7744 -1.6580
H15 -3.2044 5.0863 -2.1358
H16 -4.4631 6.2464 -2.5562

The calculation puts the maximum force at 1.367 eV/Å. The electronic energy is -24327.38991 eV. The HOMO-LUMO gap is 6.735 eV. As for the net charge: -1. The calculation puts the HOMO energy at -4.34 eV.

4.
A structure of composition C11H17BIrN6 in a non-equilibrium geometry, computed with ωB97M-V with the def2-TZVPD basis set.

Geometry (Å):
H1 1.9540 3.6825 1.0629
N1 1.3347 1.9714 -0.0219
B1 0.0382 0.3713 -1.6254
N2 0.4204 1.7597 -1.0486
C1 0.1731 2.9567 -1.6383
Ir1 2.4814 0.7837 0.9428
H2 -0.4141 2.9910 -2.5447
C2 0.8124 3.9396 -0.8948
H3 0.8662 4.9863 -1.1066
C3 1.4331 3.3250 0.1823
H4 0.1696 0.5129 -2.8431
C4 -2.2411 -2.3179 3.9725
H5 -1.4865 -2.8935 4.5134
H6 -1.8363 -2.0198 3.0049
H7 -3.1152 -2.9532 3.8093
N3 -1.5018 -0.0507 -1.4401
N4 1.0615 -0.7178 -1.2547
N5 -2.2352 -0.3270 -0.3024
N6 2.0026 -0.6216 -0.2372
C5 -2.3082 -0.1878 -2.5299
C6 1.3985 -1.7720 -2.0426
H8 -1.9111 -0.0140 -3.5256
H9 0.8599 -1.9383 -2.9577
C7 -3.5703 -0.5440 -2.0942
C8 2.4636 -2.4322 -1.4443
C9 -3.4859 -0.6067 -0.6809
C10 2.7561 -1.7720 -0.2512
H10 -4.4247 -0.7331 -2.6925
H11 2.9991 -3.2763 -1.8299
H12 -4.2972 -0.8367 -0.0106
H13 3.4190 -1.9721 0.5787
H14 -2.5103 -1.4761 4.5226
C11 2.2341 0.5736 2.8560
H15 1.3239 1.1485 3.1050
H16 3.1036 0.9510 3.3917
H17 2.0331 -0.4901 3.0750

Its spin multiplicity is 6. The calculation puts the maximum force at 4.834 eV/Å. Its expectation value of S² is 8.779. The electronic energy is -24115.90632 eV. The HOMO-LUMO gap (spin up / spin down) is 8.554 / 6.189 eV. The calculation puts the energy relative to the best compared isomer or geometry (same formula, charge and spin) at 0.675 eV. As for the net charge: +2. The calculation puts the HOMO energy (spin up / spin down) at -15.24 / -16.73 eV.

5.
A structure of composition C11H17Cl2NO3W in a non-equilibrium geometry, computed with ωB97M-V with the def2-TZVPD basis set.

Geometry (Å):
C1 0.6908 0.7943 -0.9794
C2 -0.1926 -0.1387 -1.6409
C3 -0.1329 -1.3795 -0.9170
C4 -0.9102 0.0658 -2.9216
C5 0.7493 -1.1850 0.2004
C6 1.2869 0.1367 0.1269
C7 2.4118 0.6312 0.9605
C8 1.1398 2.1044 -1.5124
C9 -0.7111 -2.6873 -1.3144
C10 1.1903 -2.2508 1.1308
W1 -1.3156 0.1218 0.3514
Cl1 -3.2133 -0.7528 -0.3673
Cl2 -1.8365 2.2793 -0.5267
O1 -1.2079 -1.2767 1.8539
H1 -0.9490 1.1210 -3.1897
H2 -1.9405 -0.2928 -2.8572
H3 -0.4275 -0.4924 -3.7332
H4 -1.5335 -2.5704 -2.0211
H5 -1.0947 -3.2172 -0.4336
H6 0.0729 -3.3046 -1.7805
H7 0.4161 -3.0094 1.2589
H8 1.3945 -1.8068 2.1045
H9 2.1105 -2.7477 0.7952
H10 2.3855 0.1722 1.9547
H11 2.3889 1.7142 1.1177
H12 3.3793 0.3676 0.5012
H13 0.4113 2.5593 -2.1873
H14 2.0905 2.0012 -2.0594
H15 1.3051 2.7986 -0.6845
H16 -1.5175 -0.8815 2.6882
O2 1.8090 3.1936 2.7798
H17 0.8406 3.0650 2.9952
O3 -3.8326 2.1122 3.5116
C11 -3.0445 1.6144 2.7650
N1 -2.2133 1.1408 2.0303

Its spin multiplicity is 3. The calculation puts the maximum force at 4.670 eV/Å. Its expectation value of S² is 2.013. The electronic energy is -46188.39249 eV. The HOMO-LUMO gap (spin up / spin down) is 5.161 / 5.141 eV. The calculation puts the energy relative to the best compared isomer or geometry (same formula, charge and spin) at 0.825 eV. As for the net charge: -2. The calculation puts the HOMO energy (spin up / spin down) at -0.05 / -0.04 eV.

6.
A structure of composition C11H17Cl3GeN4O4Ti, computed with ωB97M-V with the def2-TZVPD basis set.

Geometry (Å):
Ti1 0.0511 -1.1030 0.4928
O1 0.8773 0.9181 0.6890
N1 2.1219 1.0690 0.5243
N2 2.7043 -0.0146 0.2135
O2 1.9989 -1.1293 0.0936
C1 4.1128 -0.0752 0.0151
C2 4.8944 1.0665 0.1508
C3 6.2588 0.9774 -0.0414
C4 6.8480 -0.2398 -0.3644
C5 6.0577 -1.3700 -0.4937
C6 4.6871 -1.2938 -0.3045
H1 4.4358 2.0098 0.4095
H2 6.8674 1.8648 0.0666
H3 7.9179 -0.3047 -0.5098
H4 6.5057 -2.3231 -0.7392
H5 4.0589 -2.1675 -0.3942
C7 -1.7727 1.8930 -2.0694
N3 -2.8897 1.1206 -1.5384
C8 -4.1005 1.1308 -2.3455
C9 -2.6327 0.1705 -0.6163
O3 -1.4246 -0.1640 -0.4402
N4 -3.6396 -0.3810 0.0728
C10 -3.4267 -1.6025 0.8429
C11 -4.8181 0.3841 0.4678
H6 -2.1538 2.8534 -2.4124
H7 -1.2957 1.3774 -2.9063
H8 -1.0357 2.0613 -1.2897
H9 -3.8193 1.0766 -3.3987
H10 -4.6805 2.0413 -2.1863
H11 -4.7170 0.2667 -2.1181
H12 -2.6820 -2.2375 0.3695
H13 -4.3668 -2.1502 0.8844
H14 -3.1202 -1.3706 1.8637
H15 -4.7079 1.4290 0.1958
H16 -4.9096 0.3302 1.5533
H17 -5.7280 -0.0166 0.0185
O4 -0.1499 -2.6792 0.2824
Cl1 -1.4658 -2.6101 4.0635
Ge1 -0.4448 -0.9533 3.0853
Cl2 -1.7595 0.7531 3.5394
Cl3 1.3434 -0.6076 4.2740

The calculation puts the maximum force at 0.549 eV/Å. The electronic energy is -143035.75060 eV. The HOMO-LUMO gap is 8.948 eV. The calculation puts the energy relative to the best compared isomer or geometry (same formula, charge and spin) at 0.000 eV. The calculation puts the HOMO energy at -8.88 eV.

7.
An isolated molecule of C11H17Cl3N2O2S in a non-equilibrium geometry, computed with ωB97M-V with the def2-TZVPD basis set.

Geometry (Å):
C1 -1.5811 4.1555 0.1505
C2 -1.4478 3.5603 1.5708
C3 -1.3023 1.9939 1.4022
C4 0.0135 1.5076 0.7502
C5 0.1730 -0.0494 0.5752
C6 -0.8759 -0.5446 -0.5372
C7 -2.0701 -1.2771 0.1402
C8 1.6779 -0.2747 0.3861
N1 1.9049 -0.1820 -1.0316
C9 2.5249 -1.2118 -1.5982
O1 3.0250 -1.1585 -2.6979
N2 2.7620 -2.2017 -0.6664
S1 2.9732 -3.8246 -1.1747
C10 1.3148 -4.5860 -1.5679
Cl1 1.5314 -6.2390 -2.2242
Cl2 0.1990 -4.9235 -0.0929
Cl3 0.3261 -3.6632 -2.8207
C11 2.1837 -1.7536 0.4689
O2 2.1151 -2.5216 1.4266
H1 -0.6958 4.3391 -0.4263
H2 -2.1846 3.5907 -0.5266
H3 -2.0896 5.1943 0.3204
H4 -0.5423 4.0635 2.0157
H5 -2.4138 3.8486 2.1639
H6 -1.5885 1.4791 2.3653
H7 -2.0911 1.6282 0.7165
H8 0.7885 1.8684 1.4966
H9 0.2291 2.0212 -0.2635
H10 -0.1006 -0.4768 1.5671
H11 -1.3517 0.2613 -1.0395
H12 -0.3433 -1.1820 -1.1867
H13 -1.5697 -2.1921 0.4849
H14 -2.4897 -0.7328 1.0517
H15 -2.8847 -1.3939 -0.6003
H16 2.3034 0.3452 1.0280
H17 1.5773 0.5322 -1.6260

The calculation puts the maximum force at 6.139 eV/Å. The electronic energy is -67158.99650 eV. The HOMO-LUMO gap is 10.056 eV. The calculation puts the energy relative to the best compared isomer or geometry (same formula, charge and spin) at 0.108 eV. The calculation puts the HOMO energy at -10.18 eV. The structure (SMILES) is CCCC[C@@H](CC)[C@@H]1NC(=O)N(SC(Cl)(Cl)Cl)C1=O.

no.,molar mass (g/mol)
1,206.27
2,206.27
3,254.27
4,436.33
5,466.01
6,496.12
7,347.69